Entry 1:
Entry from OMol25: C3H7N2 as an isolated structure (ωB97M-V with the def2-TZVPD basis set).

The highest occupied orbital energy comes out at -14.155 eV. The net charge is +1. As for the multiplicity: 1. For the frontier orbital gap, the calculation gives 10.0 eV.

Each line ends with the natural charge from an NBO analysis.
Positions of all 12 atoms, in Å:
C1 -1.22437 0.77159 -0.87113  0.16
C2 -0.84406 -0.68941 0.57234  -0.27
C3 0.26487 -0.39911 -0.49756  -0.18
N1 -1.84128 0.26754 0.11692  -0.34
N2 1.35654 0.33267 0.16177  -0.71
H1 -1.35714 1.63523 -1.57151  0.25
H2 -1.28700 -1.72298 0.75106  0.26
H3 -0.45439 -0.37433 1.59957  0.18
H4 0.44022 -1.21860 -1.23385  0.27
H5 2.36433 -0.01485 -0.11588  0.46
H6 1.18804 0.10563 1.16909  0.46
H7 1.39423 1.30662 -0.08084  0.46



Entry 2:
Entry from OMol25: a 2-piece molecular cluster, C3H7N2 overall (ωB97M-V with the def2-TZVPD basis set).

The highest occupied orbital energy comes out at -15.185 eV. The net charge is +1. As for the multiplicity: 1. For the frontier orbital gap, the calculation gives 10.8 eV.

Each line ends with the natural charge from an NBO analysis.
Positions of all 12 atoms, in Å:
C1 3.01856 1.08409 -0.53904  0.23
C2 -0.16171 1.05578 0.07823  -0.71
C3 -0.92406 -0.01504 -0.23346  0.24
N1 2.29192 0.20518 -0.28946  -0.39
N2 -1.14671 -1.10688 0.56932  -0.71
H1 3.84824 1.74668 -0.68062  0.27
H2 0.03752 1.25334 1.21721  0.30
H3 0.77514 0.23305 -0.08298  0.37
H4 -1.62151 0.13945 -1.04171  0.24
H5 -0.18610 1.85034 -0.66227  0.28
H6 -1.64528 -1.93797 0.19770  0.46
H7 -0.37204 -1.05332 1.24890  0.42



Entry 3:
Entry from OMol25: a 2-piece molecular cluster, C3H7N2O overall (ωB97M-V with the def2-TZVPD basis set).

The highest occupied orbital energy comes out at -14.006 eV. The net charge is +1. As for the multiplicity: 1. For the frontier orbital gap, the calculation gives 9.8 eV.

Each line ends with the natural charge from an NBO analysis.
Positions of all 13 atoms, in Å:
C1 -1.12677 -1.51688 -0.38766  0.34
C2 -0.11361 0.51698 -0.11341  0.34
C3 1.00040 0.79956 0.72490  -0.70
N1 -1.68237 -0.93432 0.62126  -0.22
N2 -0.20046 -0.72593 -0.88631  -0.56
O1 -1.26336 0.38624 0.74459  -0.31
H1 -1.38292 -2.49287 -0.75032  0.27
H2 -0.08483 1.75839 -1.21431  0.16
H3 0.89233 1.57883 1.53591  0.29
H4 1.87765 0.98620 0.13013  0.25
H5 1.06314 -0.13206 1.21568  0.21
H6 -2.33038 -1.25974 1.33674  0.47
H7 0.54271 -1.20093 -1.42212  0.46



Entry 4:
Entry from OMol25: an isolated ion of composition C3H7N2O and charge +1 (ωB97M-V with the def2-TZVPD basis set).

The highest occupied orbital energy comes out at -12.871 eV. The net charge is +1. As for the multiplicity: 1. For the frontier orbital gap, the calculation gives 9.1 eV.

Each line ends with the natural charge from an NBO analysis.
Positions of all 13 atoms, in Å:
C1 0.58154 -0.02917 -0.92736  -0.22
C2 0.45569 -0.57975 0.31371  0.21
C3 -1.81717 0.64568 0.82996  0.37
N1 -2.35548 0.89177 1.93397  -0.78
N2 1.74861 -0.41540 -1.75344  -0.69
O1 -0.55910 -0.22553 1.13295  -0.58
H1 -0.00176 0.67892 -1.46515  0.25
H2 1.22004 -1.31340 0.74795  0.22
H3 -2.28757 0.30333 2.80070  0.42
H4 -2.98499 1.67173 2.00452  0.44
H5 1.68390 -1.54612 -1.76837  0.47
H6 2.49502 -0.11171 -1.20340  0.44
H7 1.82127 0.02966 -2.64605  0.45



Entry 5:
Entry from OMol25: a 2-piece molecular cluster, C3H7N2O overall (ωB97M-V with the def2-TZVPD basis set).

The highest occupied orbital energy comes out at -14.728 eV. The net charge is +1. As for the multiplicity: 1. For the frontier orbital gap, the calculation gives 11.4 eV.

Each line ends with the natural charge from an NBO analysis.
Positions of all 13 atoms, in Å:
C1 -0.67284 1.90628 0.26760  -0.04
C2 -1.46366 0.82658 0.46364  -0.04
N1 -0.87043 -0.22865 -0.18904  -0.44
C3 0.33177 0.13292 -0.60431  0.26
N2 0.43960 1.44799 -0.39000  -0.45
H1 -0.91791 2.95098 0.31115  0.27
H2 -2.49977 0.71799 0.73207  0.26
H3 -1.20648 -1.16912 -0.33879  0.46
H4 1.21779 -0.41958 -0.86002  0.26
H5 1.25374 1.94645 -0.72273  0.46
H6 2.05202 -2.68146 0.97289  0.49
H7 1.16882 -2.89451 -0.26687  0.47
O1 1.16735 -2.53587 0.62441  -0.96



Entry 6:
Entry from OMol25: an isolated ion of composition C3H7N2O and charge +1 (ωB97M-V with the def2-TZVPD basis set).

The highest occupied orbital energy (alpha / beta) comes out at -10.943 / -16.095 eV. The net charge is +1. As for the expectation value of S²: 2.007. As for the multiplicity: 3. For the frontier orbital gap (alpha / beta), the calculation gives 7.6 / 7.6 eV.

Each line ends with the natural charge from an NBO analysis.
Positions of all 13 atoms, in Å:
C1 -1.30726 0.11359 -0.67316  -0.10
C2 0.35372 -0.84986 0.57544  -0.31
C3 0.97957 0.25608 -0.27272  0.21
N1 -1.05994 -0.78061 0.30686  -0.23
N2 -0.17449 0.61990 -1.07695  -0.34
O1 1.49322 1.26900 0.47952  -0.65
H1 -2.31976 0.40763 -0.82233  0.24
H2 0.82714 -1.76679 0.29692  0.27
H3 0.64589 -0.75124 1.76952  0.29
H4 1.78066 -0.12530 -1.00472  0.24
H5 -1.71844 -1.44599 0.81149  0.46
H6 -0.35642 1.43639 -1.54027  0.43
H7 0.85612 1.61720 1.15039  0.49



| no. | largest force on an atom (eV/Å) |
| --- | --- |
| 1 | 4.89 |
| 2 | 5.67 |
| 3 | 5.66 |
| 4 | 4.97 |
| 5 | 1.68 |
| 6 | 5.71 |